Computed, not measured: 6 unconnected molecules or ions with the total composition C41H48BNO11Si, with the ωB97M-V functional and the def2-TZVPD basis.

Last column: Mulliken charge in e.
Cartesian coordinates (Å):
C -4.794 -0.345 -6.614  -0.75
C -3.813 0.013 -7.745  -0.94
C -2.500 0.635 -7.250  -0.58
C -1.547 -0.386 -6.608  -1.17
C -1.680 -0.517 -5.090  0.90
C -1.269 0.727 -4.296  -0.57
C -2.022 0.889 -2.980  -1.38
C -1.608 -0.140 -1.892  0.11
C -2.759 -1.061 -1.458  -0.66
C -2.425 -2.552 -1.330  -1.15
C -1.862 -3.165 -2.614  0.09
Si -1.491 -5.016 -2.500  0.03
B -0.929 -5.647 -4.335  0.68
N -1.203 -6.987 -4.874  -0.65
O -0.253 -4.776 -5.153  -0.56
H -4.645 -1.368 -6.266  0.16
H -4.652 0.315 -5.757  0.25
H -5.827 -0.244 -6.948  0.42
H -4.308 0.703 -8.431  0.40
H -3.584 -0.885 -8.322  0.35
H -2.011 1.090 -8.113  0.34
H -2.758 1.438 -6.557  0.31
H -0.518 -0.142 -6.880  0.43
H -1.760 -1.363 -7.051  0.42
H -1.056 -1.361 -4.781  -0.02
H -2.706 -0.809 -4.849  -0.39
H -1.456 1.612 -4.912  0.39
H -0.194 0.721 -4.109  0.33
H -1.795 1.887 -2.597  0.38
H -3.097 0.808 -3.146  0.50
H -0.747 -0.702 -2.258  0.01
H -1.258 0.408 -1.015  0.47
H -3.617 -0.972 -2.122  0.11
H -3.106 -0.729 -0.476  0.34
H -3.364 -3.075 -1.122  0.43
H -1.767 -2.754 -0.481  0.35
H -2.535 -2.958 -3.452  0.17
H -0.907 -2.698 -2.884  0.05
H -0.348 -5.140 -1.557  -0.17
H -2.660 -5.765 -1.983  -0.17
H -1.987 -6.953 -5.521  0.26
H -0.410 -7.242 -5.461  0.26
H 0.020 -3.979 -4.694  0.31
C 1.936 0.811 -0.723  -0.48
C 2.387 1.126 0.488  0.02
C 3.009 2.445 0.750  0.42
O 3.438 2.729 1.852  -0.53
C 3.102 3.406 -0.377  -0.55
C 2.646 3.092 -1.586  -0.49
C 2.028 1.767 -1.853  0.22
O 1.610 1.482 -2.955  -0.51
H 1.479 -0.146 -0.939  0.51
H 2.324 0.438 1.326  0.53
H 3.559 4.363 -0.157  0.43
H 2.702 3.773 -2.425  0.44
C -7.377 -4.052 -5.197  -0.39
C -6.512 -3.539 -4.326  -0.35
C -6.538 -2.097 -3.977  0.30
O -5.745 -1.629 -3.188  -0.51
C -7.563 -1.248 -4.633  -0.28
C -8.427 -1.761 -5.504  -0.37
C -8.403 -3.204 -5.855  0.31
O -9.191 -3.671 -6.647  -0.56
H -7.378 -5.100 -5.469  0.43
H -5.756 -4.138 -3.834  0.51
H -7.559 -0.200 -4.363  0.44
H -9.182 -1.162 -5.996  0.42
C 2.824 -0.193 4.276  -0.13
C 3.064 -0.165 5.583  -0.42
C 2.546 -1.227 6.482  0.19
O 2.759 -1.206 7.675  -0.56
C 1.746 -2.319 5.868  -0.47
C 1.506 -2.344 4.560  -0.46
C 2.033 -1.286 3.664  0.48
O 1.813 -1.323 2.468  -0.58
H 3.194 0.575 3.607  0.46
H 3.638 0.616 6.055  0.58
H 1.377 -3.081 6.543  0.41
H 0.927 -3.128 4.089  0.43
C 7.233 3.909 6.522  -0.37
C 6.832 2.646 6.419  -0.22
C 6.128 2.165 5.208  0.57
O 5.752 1.012 5.123  -0.57
C 5.880 3.138 4.116  -0.36
C 6.283 4.401 4.221  -0.36
C 6.993 4.885 5.433  0.27
O 7.353 6.040 5.529  -0.57
H 7.744 4.287 7.399  0.45
H 6.990 1.917 7.199  0.33
H 5.351 2.767 3.247  0.37
H 6.111 5.133 3.442  0.44
C 3.998 2.564 10.784  -0.31
C 3.436 3.260 11.769  -0.39
C 3.273 4.733 11.675  0.32
O 2.763 5.368 12.571  -0.54
C 3.760 5.400 10.440  -0.45
C 4.321 4.704 9.455  -0.23
C 4.484 3.232 9.552  0.30
O 4.995 2.597 8.654  -0.40
H 4.127 1.490 10.828  0.45
H 3.072 2.795 12.676  0.40
H 3.630 6.474 10.393  0.41
H 4.683 5.169 8.547  0.46

Output
SMILES = CCCCCCCCCCC[SiH2]B(N)O.O=C1C=CC(=O)C=C1.O=C1C=CC(=O)C=C1.O=C1C=CC(=O)C=C1.O=C1C=CC(=O)C=C1.O=C1C=CC(=O)C=C1
Gap between HOMO and LUMO = 7.76 eV
Highest occupied orbital energy = -9.402 eV
F_max = 0.015 Eh/bohr
Total charge = 0